[1]
One molecule with the formula C3H6N2O. Source: the OMol25 dataset; level of theory: wB97M-V/def2-TZVPD.

Each line ends with the Löwdin charge.
Geometry (Å):
C 0.617 1.575 1.191  -0.142
N -0.048 0.496 0.509  -0.008
C 0.563 -0.148 -0.383  -0.231
N -0.052 -1.225 -1.040  0.039
C -1.354 -1.603 -0.657  -0.332
O -1.660 -1.974 0.441  0.072
H -0.015 2.468 1.136  0.074
H 1.617 1.821 0.799  0.071
H 0.711 1.312 2.250  0.077
H 1.579 0.074 -0.742  0.130
H 0.135 -1.286 -2.033  0.122
H -2.092 -1.509 -1.472  0.128

For the max |F|, the calculation gives 0.52 eV Å⁻¹. Its energy relative to the best compared isomer or geometry (same formula, charge and spin) is 35.31 kcal per mole. The calculation puts the HOMO energy at -9.453 eV. The calculation puts the LUMO energy at 0.8 eV. As for the SMILES: C/N=C/NC=O. The calculated total energy is -8235.16736 eV.

---

[2]
C2H2FHgO2 as an isolated structure. Source: the OMol25 dataset; level of theory: wB97M-V/def2-TZVPD.

Each line ends with the Löwdin charge.
Geometry (Å):
Hg -1.680 -0.233 -1.059  1.305
F 0.207 -1.817 -0.551  -0.462
O -1.175 -0.370 0.791  -0.322
C 0.136 -0.270 0.717  -0.280
C 0.518 0.832 -0.171  -0.207
O -0.299 1.103 -1.161  -0.297
H 0.754 -0.477 1.601  0.138
H 1.539 1.231 -0.167  0.124

For the max |F|, the calculation gives 7.57 eV Å⁻¹. Its expectation value of S² is 0.760. The spin multiplicity is 2. Its energy relative to the best compared isomer or geometry (same formula, charge and spin) is 91.82 kcal per mole. The calculation puts the HOMO energy (alpha / beta) at -7.748 / -10.212 eV. The calculation puts the LUMO energy (alpha / beta) at -2.4 / -2.3 eV. The calculated total energy is -13087.51820 eV.

---

[3]
A 4-piece molecular cluster, C2H13NO3S overall. Source: the OMol25 dataset; level of theory: wB97M-V/def2-TZVPD.

Each line ends with the Löwdin charge.
Geometry (Å):
N 1.105 1.291 0.367  -0.012
C 1.209 -0.130 0.334  -0.383
C 2.342 -0.710 1.237  -0.521
S 2.342 -2.605 1.072  0.610
H 1.848 1.718 0.859  0.043
H 0.202 1.724 0.522  0.081
H 1.533 -0.380 -0.763  0.124
H 0.328 -0.729 0.393  0.083
H 3.324 -0.322 0.937  0.064
H 2.215 -0.532 2.352  0.078
H 3.116 -2.910 2.201  -0.131
O -3.985 2.819 -3.920  -0.084
H -4.445 2.525 -3.093  0.053
H -3.219 2.244 -3.773  0.030
O 1.187 3.054 2.808  -0.050
H 0.958 2.220 2.384  -0.011
H 0.475 3.060 3.432  0.026
O -3.587 -3.861 -2.241  -0.053
H -3.706 -4.733 -1.953  -0.004
H -3.240 -3.745 -3.153  0.057

For the max |F|, the calculation gives 3.85 eV Å⁻¹. Its energy relative to the best compared isomer or geometry (same formula, charge and spin) is 32.98 kcal per mole. The calculation puts the HOMO energy at -9.126 eV. The calculation puts the LUMO energy at 0.5 eV. As for the SMILES: NCCS.O.O.O. The calculated total energy is -20751.41612 eV.

---

[4]
One molecule with the formula C5H8N2. Source: the OMol25 dataset; level of theory: wB97M-V/def2-TZVPD.

Each line ends with the Löwdin charge.
Geometry (Å):
C -1.538 -0.559 0.469  -0.075
C -0.494 0.127 -0.411  -0.356
C 0.155 1.312 0.414  -0.169
N 1.537 1.517 -0.067  0.065
C 2.054 0.390 -0.036  -0.099
C 1.725 -0.884 -0.226  -0.143
N 0.466 -0.884 -0.907  -0.018
H -2.100 -1.302 -0.105  0.074
H -1.034 -1.077 1.293  0.081
H -2.246 0.163 0.895  0.078
H -0.986 0.559 -1.290  0.134
H 0.145 1.051 1.478  0.113
H -0.424 2.231 0.281  0.108
H 2.196 -1.789 0.131  0.089
H 0.542 -0.854 -1.918  0.116

For the max |F|, the calculation gives 0.62 eV Å⁻¹. Its energy relative to the best compared isomer or geometry (same formula, charge and spin) is 68.80 kcal per mole. The calculation puts the HOMO energy at -8.568 eV. The calculation puts the LUMO energy at 0.4 eV. As for the SMILES: C[C@H]1CN=C=CN1. The calculated total energy is -8292.01309 eV.

---

[5]
A 5-piece molecular cluster, C16H24FO12 overall. Source: the OMol25 dataset; level of theory: wB97M-V/def2-TZVPD.

Each line ends with the Löwdin charge.
Geometry (Å):
F 0.740 0.040 -0.137  -0.626
C 0.407 -3.457 2.925  -0.008
C 0.544 -1.959 2.661  -0.250
C -0.878 -1.267 2.812  -0.065
O -0.641 -0.565 4.013  0.095
C 0.616 -0.497 4.318  -0.684
O 1.142 0.135 5.216  0.109
O 1.376 -1.178 3.563  0.133
H -0.130 -3.890 2.070  0.076
H -0.212 -3.680 3.739  0.055
H 1.402 -3.895 3.236  0.111
H 1.024 -1.812 1.800  0.086
H -1.719 -1.908 2.733  0.115
H -0.840 -0.572 1.851  0.142
C 0.954 3.727 0.187  0.003
C 1.639 3.670 1.574  -0.285
C 2.377 2.319 1.776  -0.022
O 3.546 2.741 2.518  0.120
C 3.717 4.022 2.204  -0.545
O 4.745 4.690 2.469  0.071
O 2.646 4.605 1.689  0.105
H 0.344 2.812 -0.092  0.089
H 1.627 3.717 -0.650  0.072
H 0.575 4.694 0.167  0.055
H 1.078 3.806 2.412  0.127
H 2.579 2.002 0.909  0.060
H 1.838 1.676 2.239  0.075
C -1.042 -2.567 -3.382  -0.005
C -0.222 -2.709 -2.026  -0.215
C -1.206 -2.475 -0.845  -0.050
O -1.053 -3.672 -0.067  0.081
C -0.292 -4.472 -0.701  -0.652
O -0.108 -5.681 -0.369  0.052
O 0.176 -4.050 -1.805  0.130
H -0.605 -2.608 -4.366  0.063
H -1.590 -1.604 -3.361  0.061
H -1.919 -3.263 -3.637  0.111
H 0.632 -2.103 -2.027  0.124
H -2.210 -2.537 -1.093  0.104
H -1.169 -1.552 -0.165  0.120
C -0.315 2.495 -3.097  -0.001
C -1.079 1.123 -2.792  -0.305
C -1.870 1.239 -1.550  -0.063
O -3.263 1.083 -1.965  0.152
C -3.230 0.787 -3.177  -0.697
O -4.210 0.606 -3.881  0.102
O -2.047 0.783 -3.741  0.093
H 0.165 2.452 -4.111  0.089
H 0.554 2.598 -2.421  0.065
H -0.938 3.359 -3.035  0.068
H -0.247 0.317 -2.746  0.164
H -1.847 2.051 -0.962  0.092
H -1.562 0.427 -0.881  0.101

For the max |F|, the calculation gives 8.53 eV Å⁻¹. Its charge is -1. Its energy relative to the best compared isomer or geometry (same formula, charge and spin) is 25.48 kcal per mole. The calculation puts the HOMO energy at -6.685 eV. The calculation puts the LUMO energy at 2.5 eV. The calculated total energy is -44267.63174 eV.

---

[6]
C7H11IN2 as an isolated structure. Source: the OMol25 dataset; level of theory: wB97M-V/def2-TZVPD.

Each line ends with the Löwdin charge.
Geometry (Å):
C 0.168 1.194 -1.613  -0.101
C 1.082 0.012 -1.769  -0.115
C -0.320 -0.172 -1.337  -0.264
C -0.747 -0.401 0.122  -0.132
C -0.096 0.191 1.322  -0.392
C -2.417 0.648 0.355  -0.705
C -0.019 -0.857 2.442  -0.063
N -0.881 1.326 1.834  0.054
N -1.961 1.532 1.323  -0.072
I -4.062 -0.574 0.877  0.792
H 0.362 1.825 -0.875  0.062
H 0.021 1.604 -2.526  0.075
H 1.409 -0.408 -2.720  0.099
H 2.014 -0.037 -1.102  0.123
H -0.895 -0.608 -2.015  0.093
H -0.902 -1.477 0.378  0.113
H 0.957 0.437 0.962  0.156
H -2.498 1.260 -0.495  0.045
H 0.863 -1.398 2.391  0.047
H -1.012 -1.372 2.535  0.089
H 0.147 -0.489 3.498  0.095

For the max |F|, the calculation gives 5.31 eV Å⁻¹. Its energy relative to the best compared isomer or geometry (same formula, charge and spin) is 63.98 kcal per mole. The calculation puts the HOMO energy at -8.785 eV. The calculation puts the LUMO energy at 0.1 eV. The calculated total energy is -18513.52056 eV.